No. 1
Entry from the OMol25 dataset: a molecular structure, C16H23As2N2O2Rh (ωB97M-V with the def2-TZVPD basis set).

The geometry in XYZ format:
```
46
Properties=species:S:1:pos:R:3:forces:R:3:mulliken_charge:R:1
Rh 0.135 -0.113 0.004 0.093 -0.109 0.009 0.426
O 0.247 0.353 2.017 0.032 0.081 -0.001 -0.378
C 1.545 0.136 2.662 -0.032 -0.023 -0.008 -0.255
C 2.576 0.067 1.581 0.056 0.010 0.028 0.432
C 3.919 0.111 1.898 -0.023 0.006 -0.015 -0.860
C 4.863 0.025 0.886 0.046 0.000 0.014 -0.219
C 4.436 -0.089 -0.433 -0.046 0.000 -0.002 -0.925
C 3.087 -0.126 -0.692 0.021 0.008 -0.037 0.084
N 2.162 -0.057 0.295 -0.101 0.003 0.015 -0.140
H -0.458 0.432 2.674 -0.009 -0.034 0.003 0.284
H 1.505 -0.792 3.234 0.005 0.007 0.012 0.421
H 1.734 0.976 3.331 0.006 -0.015 0.013 0.452
H 4.221 0.215 2.933 0.002 0.002 -0.001 0.488
H 5.921 0.055 1.121 -0.004 -0.002 0.001 0.485
H 5.138 -0.145 -1.254 0.000 0.002 0.000 0.458
H 2.735 -0.198 -1.710 0.020 -0.002 -0.005 0.466
C -1.920 -3.353 -0.575 0.001 0.039 -0.008 -1.128
As -2.014 -1.569 0.163 -0.034 -0.016 0.073 0.824
C -2.647 -1.717 1.983 -0.033 0.002 -0.029 -1.127
C -3.412 -0.597 -0.813 0.063 0.045 0.025 0.367
C -4.553 -1.250 -1.214 0.000 -0.050 -0.003 -0.388
C -5.611 -0.533 -1.896 -0.056 0.073 -0.048 -0.626
C -5.503 0.849 -2.145 -0.020 -0.059 -0.009 -0.840
C -4.361 1.493 -1.757 -0.069 0.035 -0.022 -0.451
C -3.298 0.783 -1.097 0.111 -0.049 0.072 0.367
As -1.675 1.795 -0.597 -0.058 0.079 -0.043 0.683
C -2.260 3.015 0.792 -0.016 -0.019 -0.016 -1.046
C -1.245 2.861 -2.159 0.001 -0.005 0.019 -1.112
H -2.850 -3.875 -0.343 -0.002 0.009 0.006 0.472
H -1.097 -3.878 -0.091 -0.001 -0.001 -0.004 0.435
H -1.764 -3.319 -1.652 0.002 -0.004 0.002 0.429
H -3.573 -2.296 1.974 0.012 -0.013 -0.014 0.460
H -2.852 -0.735 2.406 0.015 0.000 -0.002 0.387
H -1.904 -2.251 2.576 0.003 0.000 -0.002 0.430
H -4.707 -2.310 -1.041 0.006 0.000 -0.003 0.463
H -6.493 -1.081 -2.214 -0.006 0.002 0.022 0.469
H -6.310 1.376 -2.641 0.013 0.007 -0.011 0.493
H -4.257 2.554 -1.954 0.000 0.002 0.009 0.400
H -3.033 3.666 0.379 0.009 -0.004 -0.019 0.456
H -1.399 3.619 1.080 -0.007 0.000 0.009 0.445
H -2.653 2.475 1.651 0.018 -0.004 -0.001 0.394
H -2.053 3.572 -2.339 -0.007 -0.008 0.015 0.471
H -1.096 2.225 -3.030 0.005 0.003 0.002 0.418
H -0.334 3.417 -1.934 0.002 -0.005 -0.008 0.434
O 0.749 -1.280 -2.596 0.034 -0.016 0.080 -0.092
N 0.169 -0.599 -1.915 -0.052 0.024 -0.124 0.294
```
Forces are in eV/Å.

## Properties
- Multiplicity: 5
- Lowest unoccupied orbital energy (alpha / beta): -0.5264 / -0.6184 Ha
- Charge: +4
- Frontier orbital gap (alpha / beta): 0.263 / 0.178 hartree


No. 2
Entry from the OMol25 dataset: a single C6H11NO molecule (ωB97M-V with the def2-TZVPD basis set).

The geometry in XYZ format:
```
19
Properties=species:S:1:pos:R:3:forces:R:3:mulliken_charge:R:1
C 0.001 0.186 0.199 -3.725 -0.727 -2.219 0.464
C -1.274 -0.464 -0.706 1.128 1.318 1.505 -0.539
C -0.193 -0.177 1.654 0.489 0.051 -0.282 -1.511
C -2.321 0.603 -0.944 -0.118 -0.241 -0.188 -1.152
N 1.089 -0.465 -0.422 5.334 -0.311 4.189 -0.032
O 1.284 -0.046 -1.730 -0.169 0.241 -1.242 -0.425
C 2.362 -0.250 0.496 -1.884 -0.879 -3.534 -0.659
C 3.523 -0.306 0.831 -1.253 0.001 0.070 -0.037
H 2.086 0.470 -1.906 -0.033 -0.018 0.935 0.337
H 0.031 1.274 0.045 -0.083 -0.076 0.022 0.279
H -0.950 -0.895 -1.652 0.427 0.290 0.091 0.332
H -1.653 -1.301 -0.124 -0.152 0.007 0.173 0.328
H 0.599 0.268 2.253 -0.009 0.047 0.210 0.456
H -1.155 0.194 2.001 -0.031 0.009 -0.019 0.368
H -0.150 -1.257 1.782 -0.058 -0.083 0.024 0.382
H -1.885 1.448 -1.475 0.001 0.057 0.008 0.305
H -3.123 0.207 -1.567 -0.169 0.092 0.078 0.373
H -2.741 0.961 -0.006 -0.113 0.087 0.038 0.284
H 4.470 -0.450 1.269 0.417 0.134 0.142 0.447
```
Forces are in eV/Å.

## Properties
- Lowest unoccupied orbital energy: 0.0333 Ha
- ΔE to the lowest compared entry with this formula, charge and spin: 130.7 kcal per mole
- Structure (SMILES): C#CN(O)[C@H](C)CC
- Frontier orbital gap: 0.360 hartree


No. 3
Entry from the OMol25 dataset: a single C3H5NO2 molecule (ωB97M-V with the def2-TZVPD basis set).

The geometry in XYZ format:
```
11
Properties=species:S:1:pos:R:3:forces:R:3:mulliken_charge:R:1
C 1.161 0.822 -1.026 0.010 0.085 0.091 0.058
N 0.279 0.871 0.010 -0.374 -0.151 -0.088 -0.157
C -0.827 -0.045 0.046 -0.276 -0.286 0.124 -0.517
C -0.552 -1.244 0.936 0.418 -0.017 0.440 0.036
O 0.554 -1.539 1.306 -0.052 0.065 -0.098 -0.448
O 1.009 0.139 -2.011 0.017 0.024 -0.063 -0.542
H 2.012 1.506 -0.899 0.072 -0.016 0.052 0.347
H 0.543 1.280 0.889 0.291 0.144 -0.108 0.241
H -1.022 -0.396 -0.969 0.057 -0.053 -0.014 0.299
H -1.749 0.430 0.389 0.052 0.138 0.048 0.329
H -1.408 -1.824 1.329 -0.215 0.066 -0.384 0.356
```
Forces are in eV/Å.

## Properties
- Lowest unoccupied orbital energy: 0.0300 Ha
- ΔE to the lowest compared entry with this formula, charge and spin: 20.6 kcal per mole
- Structure (SMILES): O=CCNC=O
- Frontier orbital gap: 0.397 hartree


No. 4
Entry from the OMol25 dataset: a molecular structure, C49H40BBrF2GeN2P2RbS2 (ωB97M-V with the def2-TZVPD basis set).

The geometry in XYZ format:
```
101
Properties=species:S:1:pos:R:3:forces:R:3:mulliken_charge:R:1
Rb 0.478 1.082 -1.371 -0.069 0.150 -0.146 0.677
S 2.902 2.069 0.456 0.079 -0.017 -0.128 -0.665
P 1.702 1.224 1.799 -0.137 -0.014 0.633 1.593
C 0.661 -0.030 1.413 0.020 -0.107 -0.331 -0.804
P -0.867 -0.484 1.570 -0.024 0.043 0.001 1.619
S -2.297 -0.598 -0.112 -0.100 0.213 0.126 -0.533
C -1.036 -2.173 2.251 -0.086 -0.067 -0.072 0.242
C -2.252 -2.653 2.738 0.083 -0.004 -0.069 -0.781
C -2.337 -3.938 3.249 0.004 0.018 0.024 -0.605
C -1.210 -4.754 3.277 -0.089 0.001 0.007 -0.539
C -0.002 -4.281 2.793 0.085 0.068 -0.083 -0.840
C 0.086 -2.989 2.281 0.007 -0.023 0.065 -0.234
C -1.983 0.484 2.665 0.075 -0.042 0.057 0.295
C -1.652 0.431 4.021 -0.030 0.025 -0.004 -0.380
C -2.350 1.185 4.950 -0.007 0.004 0.001 -0.637
C -3.388 2.009 4.534 0.018 -0.025 -0.038 -0.521
C -3.713 2.078 3.188 0.002 0.004 0.006 -0.699
C -3.011 1.325 2.254 0.017 -0.016 0.024 -0.538
C 2.751 0.634 3.196 -0.038 0.000 -0.033 -0.777
C 2.343 -0.459 3.954 0.009 0.019 -0.006 0.309
C 3.098 -0.889 5.039 0.038 0.033 -0.003 -0.916
C 4.271 -0.225 5.374 -0.063 -0.033 -0.017 -0.418
C 4.688 0.861 4.616 0.003 0.024 -0.030 -0.714
C 3.933 1.286 3.530 0.026 -0.004 0.012 -0.391
C 0.764 2.602 2.585 0.020 -0.049 -0.020 0.337
C 0.916 2.969 3.917 -0.015 0.030 0.005 -0.198
C 0.169 4.010 4.457 -0.039 0.037 -0.020 -0.715
C -0.746 4.695 3.672 0.065 -0.056 0.025 -0.572
C -0.910 4.329 2.341 0.017 -0.030 -0.025 -0.722
C -0.163 3.293 1.804 -0.065 0.133 0.054 0.020
H -3.129 -2.017 2.709 -0.010 -0.006 0.001 0.480
H -3.282 -4.303 3.634 0.000 -0.005 -0.007 0.390
H -1.279 -5.758 3.679 0.000 0.004 -0.002 0.401
H 0.875 -4.917 2.807 0.005 0.016 0.005 0.449
H 1.020 -2.580 1.910 0.005 -0.048 -0.018 0.493
H -0.830 -0.198 4.347 -0.013 0.002 0.002 0.152
H -2.075 1.140 5.996 0.001 -0.004 -0.007 0.414
H -3.931 2.605 5.257 -0.005 0.003 -0.004 0.366
H -4.508 2.733 2.855 0.004 -0.004 -0.004 0.411
H -3.262 1.407 1.205 -0.006 0.001 -0.009 0.404
H 1.434 -0.974 3.668 0.011 0.004 0.025 0.221
H 2.773 -1.745 5.618 -0.007 0.002 -0.005 0.434
H 4.862 -0.558 6.219 0.002 0.001 -0.002 0.359
H 5.607 1.376 4.870 -0.009 0.005 -0.011 0.387
H 4.257 2.120 2.919 0.010 -0.004 0.014 0.344
H 1.620 2.442 4.548 0.005 -0.004 -0.003 0.300
H 0.303 4.281 5.498 -0.005 0.001 -0.003 0.396
H -1.332 5.503 4.092 -0.002 0.001 0.003 0.377
H -1.629 4.846 1.717 0.004 -0.002 0.000 0.488
H -0.325 3.038 0.761 0.080 -0.064 0.067 0.125
Br 2.238 8.151 -3.990 0.003 -0.047 0.005 -0.228
C 2.328 6.262 -3.808 0.013 0.029 -0.022 0.114
C 1.424 5.606 -2.996 -0.023 0.032 -0.013 -0.852
C 1.502 4.228 -2.875 -0.064 -0.105 0.065 0.510
C 2.473 3.492 -3.552 -0.048 0.542 -0.028 0.379
C 3.366 4.187 -4.370 0.104 -0.178 -0.070 -0.614
C 3.301 5.561 -4.502 -0.010 0.036 0.007 -0.756
N 2.470 2.098 -3.348 -0.083 -0.066 0.069 0.387
C 3.337 1.343 -3.868 0.143 0.199 -0.131 -0.070
C 3.359 -0.105 -3.616 0.019 -0.431 0.095 0.146
C 4.295 -0.904 -4.264 0.082 0.168 -0.099 -0.849
C 4.320 -2.264 -4.006 -0.028 -0.111 0.043 -0.446
C 3.415 -2.787 -3.099 0.058 0.084 -0.059 -0.874
C 2.520 -1.912 -2.494 -0.021 -0.019 0.038 -0.513
N 2.485 -0.611 -2.746 -0.137 -0.066 0.048 0.369
H 0.656 6.153 -2.469 -0.002 -0.015 0.005 0.478
H 0.774 3.735 -2.243 0.079 -0.016 -0.110 -0.065
H 4.133 3.660 -4.924 -0.006 0.017 0.003 0.269
H 3.999 6.086 -5.140 0.006 -0.003 -0.002 0.408
H 4.136 1.704 -4.524 -0.001 -0.006 0.011 0.082
H 4.992 -0.455 -4.961 -0.004 -0.021 0.012 0.378
H 5.038 -2.904 -4.502 0.004 0.008 -0.005 0.406
H 3.396 -3.841 -2.857 -0.009 -0.003 0.011 0.443
H 1.799 -2.283 -1.771 -0.004 0.031 0.001 0.759
Ge -1.716 -1.548 -2.039 0.033 -0.506 0.220 1.169
C -1.252 -3.431 -1.688 -0.014 0.082 -0.095 -0.079
C -1.764 -4.146 -0.608 0.021 -0.031 -0.049 0.235
C -1.457 -5.492 -0.440 0.003 0.034 0.038 -0.694
C -0.623 -6.137 -1.341 0.013 0.046 -0.049 -0.559
C -0.100 -5.435 -2.421 -0.033 -0.031 0.038 -0.643
C -0.419 -4.095 -2.592 -0.017 0.045 0.049 -0.500
C -3.365 -1.514 -3.066 0.067 0.001 -0.001 0.173
C -4.400 -2.371 -2.697 0.036 0.004 -0.064 -0.202
C -5.586 -2.390 -3.418 -0.014 0.006 -0.010 -0.685
C -5.739 -1.555 -4.517 0.033 0.008 0.004 -0.388
C -4.711 -0.699 -4.889 -0.013 -0.032 0.040 -0.666
C -3.527 -0.672 -4.163 -0.047 0.010 0.019 -0.287
H -0.499 -1.004 -2.792 -0.074 0.089 -0.019 -0.556
H -2.400 -3.645 0.113 0.020 -0.011 0.011 0.567
H -1.862 -6.030 0.408 0.002 -0.005 0.014 0.387
H -0.380 -7.184 -1.206 0.000 0.002 0.011 0.382
H 0.551 -5.933 -3.130 -0.003 0.000 0.003 0.414
H -0.009 -3.557 -3.442 -0.002 -0.006 0.008 0.437
H -4.278 -3.030 -1.844 -0.022 -0.002 -0.011 0.294
H -6.390 -3.054 -3.123 0.004 0.001 0.000 0.391
H -6.665 -1.566 -5.080 0.002 -0.004 0.004 0.359
H -4.836 -0.034 -5.735 0.005 0.001 0.002 0.384
H -2.748 0.038 -4.411 0.003 0.005 -0.011 0.338
F -1.821 3.475 -2.233 0.034 -0.014 -0.041 -0.194
B -1.862 2.378 -3.097 0.155 -0.022 -0.120 0.069
F -1.907 2.893 -4.374 -0.144 0.057 0.074 -0.291
```
Forces are in eV/Å.

## Properties
- Lowest unoccupied orbital energy: 0.0545 Ha
- Charge: -1
- Frontier orbital gap: 0.174 hartree


Strongest force on any atom for the records above, in order: 0.144; 6.789; 0.607; 0.647 eV Å⁻¹
E for the records above, in order: -148676.87898; -9932.78811; -8776.80127; -228019.67399 eV